1:
13
Properties=species:S:1:pos:R:3:lowdin_charge:R:1 method="wB97M-V/def2-TZVPD" lumo_ev=0.11 spin_multiplicity=1 gap_ha=0.3415 homo_ev=-9.18
C 2.59 -0.84 0.51 -0.178
N 1.82 -0.39 -0.56 -0.032
C 0.61 0.01 -0.60 -0.222
N -0.35 0.31 0.42 0.130
C -1.48 -0.12 0.25 -0.261
N -2.41 -0.81 0.40 0.033
N -3.77 -0.73 0.00 0.007
H 3.74 -0.89 0.16 0.113
H 2.46 -1.92 0.64 0.073
H 2.50 -0.35 1.47 0.066
H 0.35 0.49 -1.54 0.106
H -3.76 -0.44 -0.98 0.073
H -4.25 0.01 0.55 0.093

---

2:
13
Properties=species:S:1:pos:R:3:lowdin_charge:R:1 method="wB97M-V/def2-TZVPD" lumo_ev=0.86 spin_multiplicity=1 smiles=Cn1cc(N)nn1 gap_ha=0.3363 homo_ev=-8.29
C -0.17 0.84 -1.61 -0.052
N -0.06 0.62 -0.17 -0.194
C 1.09 0.34 0.53 -0.059
C 0.74 0.38 1.84 -0.395
N 1.61 0.13 2.93 0.097
N -0.62 0.57 1.95 0.037
N -1.12 0.65 0.73 0.023
H -1.29 0.96 -1.88 0.119
H 0.39 1.66 -2.06 0.071
H 0.30 -0.03 -2.16 0.091
H 2.11 0.15 0.18 0.128
H 1.36 0.15 3.88 0.057
H 2.54 0.45 2.72 0.076

---

3:
13
Properties=species:S:1:pos:R:3:lowdin_charge:R:1 method="wB97M-V/def2-TZVPD" lumo_ev=0.66 spin_multiplicity=1 smiles=Cn1nncc1N gap_ha=0.3400 homo_ev=-8.59
C 1.15 -1.39 -0.04 -0.024
N -0.10 -0.66 0.06 -0.145
N -1.30 -1.35 -0.04 0.012
N -2.24 -0.46 -0.03 -0.029
C -1.72 0.77 0.02 -0.135
C -0.34 0.67 0.03 -0.352
N 0.72 1.56 -0.11 0.101
H 1.74 -0.87 -0.81 0.089
H 0.86 -2.40 -0.35 0.090
H 1.68 -1.46 0.90 0.081
H -2.38 1.65 0.00 0.100
H 0.42 2.53 -0.18 0.094
H 1.53 1.40 0.55 0.117

---

4:
13
Properties=species:S:1:pos:R:3:lowdin_charge:R:1 method="wB97M-V/def2-TZVPD" lumo_ev=0.72 spin_multiplicity=1 gap_ha=0.3051 homo_ev=-7.58
C -0.27 0.06 1.48 -0.042
N -0.49 -0.12 -0.99 -0.029
C 0.24 -0.03 0.07 -0.377
N -1.85 -0.23 -0.86 -0.005
C 1.67 0.00 -0.13 -0.138
N 1.99 -0.12 -2.47 0.228
N 2.10 -0.16 -1.34 -0.113
H -2.29 0.39 -0.18 0.073
H -2.29 -0.12 -1.77 0.075
H 2.38 0.06 0.67 0.101
H -0.81 1.00 1.63 0.079
H -0.95 -0.76 1.68 0.080
H 0.55 0.03 2.20 0.069

---

Which of them is the most stable, and which is the least stable? 3 and 1, in that order.